Computed, not measured: a structure of composition C15H14N6PdS3, with the ωB97M-V functional and the def2-TZVPD basis.

Positions of all 39 atoms, in Å:
Pd1 0.00049 -0.46777 0.49159
N1 0.21024 -3.52826 3.60004
C1 -0.00928 -2.46207 2.84397
S1 -0.67155 -2.58429 1.31454
N2 0.29085 -1.27646 3.44745
N3 0.12041 -0.27774 2.55067
C2 -0.07546 0.91083 3.02281
C3 -0.12894 2.02198 2.11390
C4 -0.38055 3.30505 2.53392
C5 -0.37683 4.33215 1.58468
C6 -0.10568 4.01848 0.27121
C7 0.12480 2.69293 -0.07207
N4 0.10174 1.71360 0.82855
H1 -0.03814 -4.45537 3.29076
H2 0.54372 -3.40231 4.54199
H3 -0.19382 1.03076 4.08715
H4 -0.57126 3.50482 3.57762
H5 -0.57464 5.35311 1.88093
H6 -0.06788 4.77956 -0.49418
H7 0.33091 2.41515 -1.09589
S2 -2.38937 -0.23800 0.18265
C8 -1.80711 0.15735 -1.41898
C9 -2.55970 0.44905 -2.53602
C10 -1.87034 0.66750 -3.71712
C11 -0.47520 0.55725 -3.74288
C12 0.19139 0.26543 -2.58170
N5 -0.48771 0.09297 -1.43034
H8 -3.63855 0.49469 -2.48129
H9 -2.41387 0.89968 -4.62334
H10 0.08246 0.69582 -4.65715
H11 1.26899 0.17899 -2.53637
S3 3.45371 -3.12677 -1.51917
C13 1.91587 -3.57189 -2.09738
C14 0.96172 -2.80201 -1.52841
N6 1.44587 -1.86298 -0.64301
C15 2.75672 -1.93966 -0.55215
H12 1.78767 -4.35886 -2.82124
H13 -0.10135 -2.87796 -1.70466
H14 3.34968 -1.30474 0.08890

Calculated values
- energy above the lowest of the compared OMol25 structures with the same formula, charge and spin (kcal/mol) = 48.52
- multiplicity = 1
- highest occupied orbital energy (spin up / spin down) (eV) = -14.56 / -14.56
- total charge = +2